(1)
15
Properties=species:S:1:pos:R:3:nbo_charge:R:1 method="wB97M-V/def2-TZVPD" smiles="CCNC(C)=O" fmax_ev_per_a=0.501 e_homo_ev=-9.648 orbital_gap_ev=10.545 e_above_lowest_kcal_mol=19.3 total_charge=0 multiplicity=1
C 0.811 1.949 -0.750 -0.62
C -0.154 1.123 0.079 -0.21
N 0.463 -0.038 0.742 -0.65
C -0.576 -0.965 0.920 0.70
C -0.457 -2.241 0.119 -0.73
O -1.555 -0.691 1.580 -0.57
H 0.234 2.689 -1.312 0.22
H 1.351 1.331 -1.479 0.20
H 1.544 2.478 -0.135 0.21
H -0.650 1.722 0.843 0.21
H -0.958 0.723 -0.566 0.17
H 1.224 -0.418 0.186 0.36
H -0.029 -2.037 -0.870 0.22
H -1.446 -2.685 0.000 0.24
H 0.198 -2.940 0.643 0.24

=====

(2)
14
Properties=species:S:1:pos:R:3:nbo_charge:R:1 method="wB97M-V/def2-TZVPD" fmax_ev_per_a=1.516 e_homo_ev="-19.761 / -19.757" orbital_gap_ev="11.082 / 6.095" e_above_lowest_kcal_mol=0.0 total_charge=+2 multiplicity=2
O 0.054 -2.430 0.422 -0.42
C -0.326 -1.322 0.665 0.40
C 0.617 -0.149 0.422 -0.17
C 0.133 0.760 -0.763 -0.62
S -1.258 1.805 -0.273 0.80
N 1.945 -0.799 0.095 -0.70
H -1.347 -1.132 1.024 0.19
H 0.791 0.441 1.316 0.27
H 0.989 1.363 -1.081 0.31
H -0.286 0.125 -1.547 0.31
H -1.228 2.550 -1.410 0.20
H 2.443 -0.438 -0.721 0.46
H 2.593 -0.857 0.889 0.48
H 1.692 -1.805 -0.083 0.48

=====

(3)
10
Properties=species:S:1:pos:R:3:nbo_charge:R:1 method="wB97M-V/def2-TZVPD" fmax_ev_per_a=3.979 e_homo_ev="-3.595 / -4.219" orbital_gap_ev="7.361 / 7.995" e_above_lowest_kcal_mol=41.3 total_charge=-1 multiplicity=1
C 0.552 -0.038 0.229 0.09
C -1.987 -0.412 -0.115 -0.03
C -0.747 0.396 0.116 -0.09
N 2.637 0.511 -0.059 -0.17
N 1.444 1.045 0.313 -0.31
N 1.189 -1.101 -0.312 -0.31
N 2.441 -0.747 -0.469 -0.15
N -2.236 -0.734 1.026 -0.39
H -2.534 -0.432 -1.050 0.13
H -0.757 1.514 0.321 0.22